[1]
{"formula": "C2H2O3", "method": "ωB97M-V/def2-TZVPD", "total_charge": 0, "orbital_gap_ev": 11.57, "homo_ev": -10.6, "e_above_lowest_kj_mol": 427.23, "symbols": ["C", "C", "O", "O", "O", "H", "H"], "coordinates": [[2.75, -0.29, 0.91], [-0.98, -0.15, -0.26], [2.77, 0.14, -0.14], [-0.94, 0.74, 0.78], [-2.06, 0.65, -0.10], [-0.60, 0.14, -1.16], [-0.93, -1.23, -0.02]]}



[2]
{"formula": "C2H2O3S", "method": "ωB97M-V/def2-TZVPD", "total_charge": 0, "orbital_gap_ev": 8.24, "homo_ev": -9.5, "e_above_lowest_kj_mol": 228.66, "symbols": ["O", "C", "O", "C", "O", "S", "H", "H"], "coordinates": [[1.53, 0.12, -1.31], [0.41, -0.13, -0.67], [-0.99, 0.23, -1.17], [0.34, -0.45, 0.85], [-0.66, 0.05, 1.62], [1.54, -1.23, 1.55], [-0.81, 0.92, -2.03], [-1.36, 0.49, 1.17]]}



[3]
{"formula": "C2H2O3S", "method": "ωB97M-V/def2-TZVPD", "total_charge": 0, "orbital_gap_ev": [8.88, 7.40], "homo_ev": [-10.7, -10.7], "e_above_lowest_kj_mol": 808.97, "symbols": ["C", "C", "O", "O", "O", "S", "H", "H"], "coordinates": [[-1.33, 1.16, 0.08], [-1.41, 2.32, 0.32], [0.22, -2.19, 1.13], [2.15, -1.28, -0.41], [-0.39, -0.59, -0.63], [0.50, -1.70, -0.24], [2.25, -0.77, -1.22], [-2.00, 3.06, 0.97]]}



[4]
{"formula": "C2H2O3S", "method": "ωB97M-V/def2-TZVPD", "total_charge": 0, "orbital_gap_ev": 10.18, "homo_ev": -11.5, "e_above_lowest_kj_mol": 408.41, "symbols": ["C", "C", "O", "O", "O", "S", "H", "H"], "coordinates": [[1.55, -0.48, 0.04], [0.95, 0.56, -0.05], [-1.11, -1.15, -0.86], [-1.18, -0.21, 1.41], [-1.67, 1.20, -0.52], [-1.18, -0.03, 0.00], [1.88, -1.49, 0.07], [0.76, 1.60, -0.10]]}



[5]
{"formula": "C2H2O3S", "method": "ωB97M-V/def2-TZVPD", "total_charge": 0, "orbital_gap_ev": [6.94, 8.24], "homo_ev": [-6.7, -11.6], "e_above_lowest_kj_mol": 447.51, "multiplicity": 3, "symbols": ["C", "C", "O", "O", "O", "S", "H", "H"], "coordinates": [[-0.27, -0.23, 0.90], [-1.12, 0.25, 0.03], [1.79, 0.81, 0.30], [1.40, -0.87, -1.15], [-0.67, 0.42, -1.25], [0.83, 0.09, -0.38], [0.25, -0.95, 1.42], [-2.21, 0.48, 0.13]]}



[6]
{"formula": "C2H2O5S", "method": "ωB97M-V/def2-TZVPD", "total_charge": -2, "orbital_gap_ev": 6.47, "homo_ev": 0.1, "e_above_lowest_kj_mol": 311.97, "symbols": ["C", "C", "O", "O", "O", "O", "O", "S", "H", "H"], "coordinates": [[-1.30, 1.17, -0.05], [-0.08, 0.35, -0.31], [-1.70, 1.12, -1.25], [-1.26, -2.15, -0.19], [-1.72, 1.56, 1.03], [1.23, -2.08, -0.28], [1.86, 0.87, 0.85], [0.02, -1.44, 0.30], [0.71, 0.55, -1.10], [2.23, 0.04, 1.00]]}



[7]
{"formula": "C2H2O5S", "method": "ωB97M-V/def2-TZVPD", "total_charge": -2, "orbital_gap_ev": 6.33, "homo_ev": 0.1, "e_above_lowest_kj_mol": 67.53, "symbols": ["C", "C", "O", "O", "O", "O", "O", "S", "H", "H"], "coordinates": [[2.00, 0.80, 0.36], [0.60, 0.43, -0.26], [2.36, 0.31, 1.44], [-1.90, 1.51, -0.81], [2.69, 1.56, -0.40], [-1.24, 1.37, 1.49], [0.07, -0.96, 0.36], [-0.78, 1.78, 0.13], [0.79, 0.12, -1.30], [-0.54, -0.60, 1.05]]}



[8]
{"formula": "C2H2O5S2", "method": "ωB97M-V/def2-TZVPD", "total_charge": 0, "orbital_gap_ev": 11.29, "homo_ev": -11.9, "e_above_lowest_kj_mol": 1.31, "symbols": ["C", "C", "O", "O", "O", "O", "O", "S", "S", "H", "H"], "coordinates": [[-0.33, -0.49, 1.08], [-1.21, 0.23, 0.44], [2.24, 0.06, 0.43], [1.38, -2.18, 0.08], [0.47, -0.40, -1.34], [-1.23, 1.27, -2.09], [0.52, 1.83, -0.45], [1.16, -0.77, 0.10], [-0.39, 0.91, -1.01], [-0.40, -1.00, 2.02], [-2.20, 0.53, 0.73]]}



[9]
{"formula": "C2H2OS", "method": "ωB97M-V/def2-TZVPD", "total_charge": 0, "orbital_gap_ev": 9.60, "homo_ev": -9.2, "e_above_lowest_kj_mol": 430.88, "symbols": ["C", "C", "O", "S", "H", "H"], "coordinates": [[0.60, 0.33, 0.18], [1.71, 0.97, -0.22], [1.66, -0.65, -0.26], [-0.93, -0.33, 1.10], [1.50, -1.00, -1.18], [-0.85, 0.71, 2.00]]}



[10]
{"formula": "C2H2OS", "method": "ωB97M-V/def2-TZVPD", "total_charge": 0, "orbital_gap_ev": 9.08, "homo_ev": -8.7, "e_above_lowest_kj_mol": 153.03, "symbols": ["C", "C", "O", "S", "H", "H"], "coordinates": [[0.46, -0.92, 0.24], [-0.40, 0.71, -0.27], [0.16, -1.90, 0.86], [1.46, 0.26, -0.17], [-0.77, 0.93, -1.33], [-0.90, 0.92, 0.66]]}



[11]
{"formula": "C2H2OS", "method": "ωB97M-V/def2-TZVPD", "total_charge": 0, "orbital_gap_ev": 7.71, "homo_ev": -9.7, "e_above_lowest_kj_mol": 39.38, "symbols": ["O", "C", "C", "S", "H", "H"], "coordinates": [[1.67, 0.77, -0.04], [0.84, 0.02, 0.47], [-0.33, -0.43, -0.27], [-1.57, -1.36, 0.29], [0.79, -0.30, 1.44], [-0.35, 0.03, -1.36]]}



[12]
{"formula": "C2H2OS2", "method": "ωB97M-V/def2-TZVPD", "total_charge": 0, "orbital_gap_ev": 8.44, "homo_ev": -8.6, "e_above_lowest_kj_mol": 184.79, "symbols": ["C", "O", "C", "S", "S", "H", "H"], "coordinates": [[0.50, -0.04, 0.02], [1.68, 0.77, 0.13], [1.84, -0.51, 0.49], [2.91, -1.82, 0.00], [2.29, -1.41, 1.94], [-0.22, 0.18, 0.80], [-0.03, -0.20, -0.97]]}